Entry 1:
A cluster of 2 separate species, C5H13NO in total, computed with the ωB97M-V functional and the def2-TZVPD basis.

The SMILES is CC(C)=C(C)N.O. For the energy above the lowest of the compared OMol25 structures with the same formula, charge and spin, the calculation gives 36.5 kcal per mole. As for the HOMO energy: -7.93 eV. The electronic energy comes out at -328.26075 Ha. The value obtained for the largest force on an atom is 0.0332 hartree/bohr.

Last column: Mulliken charge in e.
Element x y z (Å)
C  -1.08  1.81  1.70  -1.41
N  0.25  2.99  -0.44  -0.62
C  0.27  1.56  -0.35  0.67
C  -0.31  0.98  0.70  0.56
C  -0.74  -0.46  0.64  -1.37
C  1.35  0.87  -1.17  -1.36
H  -1.28  1.25  2.61  0.38
H  -1.96  2.28  1.26  0.31
H  -0.50  2.69  1.99  0.37
H  0.65  3.34  0.42  0.20
H  0.74  3.36  -1.22  0.26
H  -1.81  -0.48  0.52  0.29
H  -0.58  -1.02  1.57  0.33
H  -0.23  -1.06  -0.10  0.36
H  1.53  -0.08  -0.69  0.36
H  1.12  0.70  -2.23  0.29
H  2.23  1.51  -1.16  0.37
H  -0.15  -6.98  -2.02  0.32
H  -0.04  -6.42  -0.70  0.32
O  0.53  -6.88  -1.33  -0.63

---

Entry 2:
A cluster of 13 separate species, C87H192N8O13 in total, computed with the ωB97M-V functional and the def2-TZVPD basis.

As for the charge: +1. As for the HOMO energy (spin up / spin down): -9.40 / -9.40 eV. The electronic energy comes out at -4845.36704 Ha. The value obtained for the largest force on an atom is 0.0784 hartree/bohr. Its spin multiplicity is 2.

Last column: Mulliken charge in e.
Element x y z (Å)
C  0.83  5.54  -2.29  -2.03
C  1.16  4.11  -2.85  1.10
C  2.12  3.25  -1.91  -1.14
O  -0.11  3.48  -3.01  0.36
H  0.15  5.92  -3.05  0.56
H  1.64  6.26  -2.25  0.48
H  0.31  5.47  -1.33  0.33
H  1.62  4.37  -3.80  0.32
H  3.15  3.60  -2.05  0.86
H  2.16  2.24  -2.32  -0.14
H  1.93  3.23  -0.84  -0.01
H  -0.71  4.24  -2.98  -0.32
C  0.53  7.20  1.50  -1.68
C  0.04  5.90  2.14  2.96
C  0.72  5.40  3.44  -1.51
O  -1.32  6.12  2.48  -0.61
H  1.55  7.11  1.14  0.35
H  0.51  7.99  2.25  0.34
H  -0.14  7.34  0.65  0.34
H  0.00  5.16  1.33  -1.61
H  0.23  4.56  3.93  0.19
H  0.83  6.17  4.21  0.46
H  1.70  4.96  3.23  0.51
H  -1.44  6.28  3.42  0.26
C  -3.72  3.53  4.15  -0.88
C  -3.68  3.10  5.61  0.82
C  -2.33  2.41  5.95  -1.82
O  -3.71  4.28  6.38  -0.64
H  -4.61  4.09  3.87  0.52
H  -3.45  2.68  3.52  -0.13
H  -2.95  4.26  3.89  0.07
H  -4.48  2.41  5.87  0.08
H  -2.11  1.54  5.32  -0.18
H  -2.17  2.10  6.99  1.00
H  -1.48  3.07  5.76  0.83
H  -3.45  4.07  7.28  0.38
C  -3.17  3.95  -4.86  -1.33
C  -3.50  4.49  -3.48  0.83
C  -4.23  3.51  -2.57  -1.26
O  -2.34  4.89  -2.78  -0.52
H  -4.06  3.47  -5.28  0.52
H  -2.55  3.06  -4.81  0.07
H  -2.90  4.81  -5.47  0.36
H  -4.25  5.29  -3.51  0.33
H  -4.56  3.88  -1.60  0.04
H  -3.76  2.54  -2.45  0.11
H  -5.21  3.21  -2.96  0.58
H  -2.60  5.43  -2.03  0.18
C  -4.88  6.41  0.79  -1.39
C  -3.84  7.12  -0.09  0.75
C  -3.25  8.37  0.56  -1.40
O  -2.80  6.17  -0.29  -0.37
H  -5.60  7.13  1.19  0.48
H  -4.48  6.14  1.77  0.19
H  -5.44  5.58  0.36  0.30
H  -4.30  7.46  -1.01  0.48
H  -3.97  8.73  1.29  0.44
H  -3.24  9.21  -0.14  0.34
H  -2.33  8.33  1.15  0.14
H  -2.41  6.05  0.58  -0.18
C  -2.40  -7.77  -5.17  -1.82
C  -1.06  -7.00  -5.19  1.05
C  -0.99  -6.24  -6.49  -0.82
C  -1.77  -4.98  -6.52  -1.11
C  -1.59  -4.00  -5.37  -0.54
C  -1.83  -4.77  -4.04  1.87
N  -1.03  -6.04  -4.03  1.36
O  -0.93  -6.63  -2.81  -0.67
C  -1.21  -3.80  -2.96  -2.47
C  -3.34  -4.89  -3.76  -1.90
C  0.09  -8.00  -5.20  -1.53
H  -2.37  -8.38  -6.08  0.48
H  -3.24  -7.08  -5.22  0.35
H  -2.61  -8.32  -4.25  0.33
H  0.00  -5.82  -6.67  0.18
H  -1.40  -6.78  -7.35  0.50
H  -2.83  -5.23  -6.56  0.41
H  -1.58  -4.44  -7.45  0.40
H  -2.41  -3.32  -5.60  0.42
H  -0.62  -3.52  -5.43  -0.04
H  -0.27  -3.28  -3.13  -0.10
H  -1.86  -2.98  -2.67  0.83
H  -1.07  -4.28  -1.99  0.66
H  -3.71  -4.01  -3.23  0.47
H  -3.99  -5.12  -4.61  0.32
H  -3.49  -5.81  -3.20  0.45
H  0.07  -8.72  -4.39  0.37
H  0.92  -7.32  -5.01  0.16
H  0.20  -8.64  -6.08  0.36
H  -0.12  -6.24  -2.48  0.07
C  -2.22  0.55  0.31  -1.54
C  -0.93  1.40  0.36  2.63
C  -0.43  1.53  1.83  -0.24
C  0.42  0.38  2.35  0.76
C  1.46  0.09  1.36  -2.04
C  0.98  -0.10  -0.12  2.64
N  0.13  1.00  -0.54  1.06
O  -0.22  0.96  -1.89  0.19
C  2.33  -0.10  -0.96  -2.46
C  0.29  -1.47  -0.28  -1.88
C  -1.34  2.86  -0.13  -1.19
H  -3.05  1.24  0.46  0.31
H  -2.17  -0.22  1.08  -0.12
H  -2.41  0.15  -0.68  0.31
H  0.10  2.47  2.00  0.14
H  -1.35  1.57  2.40  -0.55
H  -0.17  -0.54  2.35  -0.09
H  0.83  0.53  3.35  -0.72
H  2.03  -0.80  1.64  0.63
H  2.15  0.94  1.40  0.23
H  3.03  0.73  -0.90  0.59
H  2.94  -0.99  -0.77  0.49
H  2.18  -0.10  -2.04  -0.05
H  -0.09  -1.54  -1.30  0.27
H  1.12  -2.18  -0.31  0.59
H  -0.51  -1.82  0.36  0.18
H  -2.14  3.22  0.52  0.99
H  -1.60  2.77  -1.18  -0.09
H  -0.47  3.51  -0.08  -0.96
H  -0.11  1.89  -2.13  -0.15
C  -2.62  -1.12  4.64  -1.96
C  -3.09  -1.99  5.81  2.22
C  -2.16  -3.23  5.74  -1.45
C  -2.23  -4.13  6.99  -1.02
C  -1.98  -3.36  8.26  -0.90
C  -2.89  -2.11  8.39  1.13
N  -2.95  -1.27  7.11  1.51
O  -3.83  -0.18  7.23  -0.66
C  -4.28  -2.68  8.86  -1.74
C  -2.36  -1.18  9.52  -1.85
C  -4.50  -2.40  5.42  -2.12
H  -3.30  -0.33  4.33  0.03
H  -2.47  -1.79  3.79  0.77
H  -1.64  -0.66  4.76  -0.01
H  -2.50  -3.88  4.93  0.52
H  -1.09  -3.04  5.67  0.37
H  -1.58  -4.99  6.78  0.48
H  -3.12  -4.75  7.07  0.43
H  -0.95  -3.02  8.28  0.16
H  -2.19  -4.03  9.09  0.45
H  -4.86  -3.24  8.12  0.38
H  -4.32  -3.41  9.66  0.39
H  -5.03  -1.93  9.14  0.38
H  -2.38  -1.73  10.46  0.45
H  -1.33  -0.83  9.47  0.11
H  -3.00  -0.30  9.63  0.43
H  -5.24  -1.72  5.83  0.45
H  -4.84  -3.38  5.76  0.32
H  -4.66  -2.43  4.34  0.45
H  -3.15  0.50  7.19  0.21
C  0.54  -0.13  -5.48  -2.31
C  0.72  0.93  -6.58  3.07
C  2.00  1.82  -6.27  -0.43
C  2.47  2.66  -7.48  -1.03
C  2.40  1.82  -8.85  -1.22
C  1.11  1.12  -9.18  1.59
N  0.73  0.29  -7.95  0.33
O  -0.47  -0.38  -8.25  -0.44
C  0.17  2.25  -9.52  -1.82
C  1.47  0.20  -10.39  -1.91
C  -0.53  1.82  -6.42  -1.41
H  0.24  0.22  -4.49  -0.39
H  1.49  -0.66  -5.42  0.54
H  -0.19  -0.90  -5.72  0.56
H  1.82  2.46  -5.41  -0.70
H  2.84  1.22  -5.91  0.49
H  3.39  3.24  -7.44  0.49
H  1.79  3.51  -7.47  0.30
H  3.19  1.07  -8.91  0.33
H  2.58  2.72  -9.44  0.52
H  -0.87  1.91  -9.56  0.36
H  0.17  3.09  -8.83  0.37
H  0.39  2.62  -10.52  0.44
H  1.99  -0.71  -10.08  0.40
H  0.53  -0.02  -10.89  0.43
H  1.99  0.78  -11.15  0.40
H  -1.32  1.61  -7.14  0.33
H  -0.26  2.87  -6.56  0.29
H  -0.94  1.83  -5.41  -0.11
H  -0.23  -1.24  -7.89  0.37
C  9.79  -0.43  -1.45  -1.79
C  8.77  -0.82  -2.56  1.74
C  7.62  -1.57  -1.84  -1.02
C  6.62  -0.63  -1.14  -0.25
C  6.12  0.39  -2.13  -0.84
C  7.21  1.24  -2.88  1.68
N  8.23  0.27  -3.42  0.39
O  9.25  0.84  -4.17  -0.47
C  6.46  2.01  -4.13  -1.71
C  7.93  2.29  -1.95  -1.73
C  9.46  -1.91  -3.49  -2.13
H  10.57  0.18  -1.89  0.42
H  10.30  -1.29  -1.01  0.43
H  9.32  0.21  -0.70  0.24
H  7.07  -2.13  -2.60  -0.32
H  7.96  -2.34  -1.15  0.82
H  7.02  -0.16  -0.24  0.47
H  5.77  -1.28  -0.94  -0.23
H  5.35  1.05  -1.72  0.52
H  5.51  -0.15  -2.86  0.00
H  6.44  1.26  -4.92  0.45
H  5.45  2.27  -3.82  0.22
H  7.04  2.87  -4.47  0.42
H  8.89  2.55  -2.39  0.46
H  7.36  3.22  -1.84  0.40
H  8.30  1.94  -0.99  0.31
H  8.95  -2.19  -4.41  0.33
H  9.90  -2.82  -3.08  0.36
H  10.31  -1.34  -3.86  0.58
H  9.17  0.32  -4.97  0.36
C  1.77  -0.01  9.68  -1.94
C  2.50  0.37  8.39  1.79
C  1.80  -0.43  7.29  -1.10
C  2.22  -0.04  5.89  -0.92
C  1.94  1.49  5.68  -0.85
C  2.65  2.45  6.77  1.92
N  2.40  1.82  8.09  0.24
O  2.72  2.65  9.15  -0.46
C  4.18  2.69  6.57  -1.79
C  1.93  3.75  6.73  -1.93
C  4.01  0.03  8.59  -1.70
H  2.28  0.29  10.59  0.39
H  1.45  -1.06  9.69  0.39
H  0.85  0.57  9.67  0.40
H  2.00  -1.50  7.41  0.60
H  0.71  -0.37  7.29  0.03
H  1.54  -0.57  5.23  0.41
H  3.28  -0.23  5.72  0.40
H  0.88  1.71  5.65  -0.20
H  2.21  1.88  4.70  0.65
H  4.76  1.77  6.52  0.30
H  4.37  3.23  5.65  0.44
H  4.57  3.27  7.41  0.43
H  2.27  4.55  7.39  0.45
H  1.71  4.08  5.72  0.27
H  0.93  3.58  7.13  0.44
H  4.44  0.87  9.14  0.34
H  4.61  -0.07  7.68  0.24
H  4.20  -0.87  9.17  0.48
H  3.67  2.78  9.14  0.34
C  -6.60  -0.27  3.97  -1.13
C  -6.98  0.56  2.71  2.47
C  -5.74  0.56  1.79  -0.69
C  -5.54  -0.70  0.94  0.40
C  -6.82  -0.89  0.17  -1.71
C  -8.15  -0.95  0.98  1.77
N  -8.20  0.19  1.94  0.51
O  -9.40  0.30  2.69  -0.53
C  -9.22  -0.74  -0.07  -2.12
C  -8.27  -2.34  1.69  -1.80
C  -7.09  1.96  3.12  -2.11
H  -7.44  -0.32  4.65  0.47
H  -5.76  0.06  4.57  -0.17
H  -6.40  -1.29  3.64  0.13
H  -5.76  1.35  1.04  0.70
H  -4.83  0.73  2.37  -0.61
H  -5.21  -1.58  1.49  0.07
H  -4.73  -0.60  0.21  -0.14
H  -6.60  -1.81  -0.37  0.54
H  -7.00  -0.13  -0.58  0.28
H  -9.29  -1.48  -0.87  0.36
H  -10.24  -0.71  0.34  0.42
H  -9.14  0.26  -0.49  0.47
H  -8.47  -3.08  0.91  0.46
H  -7.33  -2.67  2.15  0.28
H  -9.10  -2.37  2.39  0.37
H  -7.25  2.56  2.23  0.55
H  -6.27  2.31  3.75  -0.12
H  -7.93  2.05  3.81  0.57
H  -9.80  1.10  2.33  0.34
C  4.78  -4.15  -0.49  -0.66
C  4.81  -5.33  -1.47  1.49
C  3.60  -6.25  -1.13  -2.09
C  2.30  -5.77  -1.78  -0.80
C  2.50  -5.43  -3.26  -0.14
C  3.55  -4.40  -3.63  1.37
N  4.78  -4.81  -2.86  0.46
O  5.90  -4.08  -3.31  -0.08
C  3.83  -4.42  -5.14  -1.91
C  3.11  -2.95  -3.15  -0.39
C  6.14  -6.15  -1.33  -1.66
H  3.81  -3.68  -0.61  0.02
H  5.60  -3.44  -0.64  -0.08
H  4.70  -4.56  0.52  0.48
H  3.90  -7.29  -1.24  0.51
H  3.44  -6.22  -0.06  0.47
H  1.85  -4.98  -1.18  0.23
H  1.56  -6.56  -1.81  0.73
H  1.50  -5.20  -3.63  -0.19
H  2.85  -6.31  -3.81  0.61
H  4.56  -3.64  -5.38  0.42
H  4.27  -5.40  -5.34  0.53
H  2.91  -4.40  -5.73  0.27
H  3.87  -2.17  -3.21  0.32
H  2.28  -2.73  -3.82  -0.06
H  2.69  -3.00  -2.15  -0.39
H  6.03  -6.95  -0.61  0.45
H  6.97  -5.50  -1.04  0.29
H  6.45  -6.62  -2.26  0.44
H  6.37  -4.72  -3.86  0.33

---

Entry 3:
An isolated molecule of C4H6S2, computed with the ωB97M-V functional and the def2-TZVPD basis.

The SMILES is S=C1CC(S)C1. For the energy above the lowest of the compared OMol25 structures with the same formula, charge and spin, the calculation gives 23.2 kcal per mole. As for the HOMO energy: -8.71 eV. The electronic energy comes out at -952.33236 Ha. The value obtained for the largest force on an atom is 0.0316 hartree/bohr.

Last column: Mulliken charge in e.
Element x y z (Å)
C  -0.27  0.18  0.67  -0.14
C  -0.92  0.43  -0.69  -0.62
C  0.48  0.25  -1.32  0.08
C  1.00  -0.36  -0.06  -0.43
H  -0.13  -0.81  2.76  0.13
H  -0.09  1.08  1.26  0.34
H  -1.53  -0.40  -0.91  0.28
H  -1.38  1.39  -0.88  0.31
H  1.92  0.03  0.29  0.32
H  1.00  -1.45  -0.15  0.25
S  -1.09  -0.98  1.84  -0.23
S  1.00  0.64  -2.81  -0.29

---

electronic energy of number 1 (C5H13NO)?
-328.26075 Ha

---

The highest electronic energy belongs to which entry?
C5H13NO

---

What is the electronic energy in the third record?
-952.33236 Ha